104
Properties=species:S:1:pos:R:3:forces:R:3:lowdin_charge:R:1 method="wB97M-V/def2-TZVPD" charge=-2 homo_ev=-1.13 gap_ha=0.1826 e_above_lowest_kcal_mol=19.85 max_force_ev_per_a=3.91 total_energy_ha=-13169.16050 mol_weight_g_mol=1404.9
Tl 13.515134 10.934508 11.361951 -0.4 0.3 -0.6 -0.0971
C 10.524718 13.823572 15.212344 0.1 -0.2 -0.7 -0.0331
N 10.402122 12.435363 14.787236 1.1 -0.1 -0.1 -0.1342
C 11.556239 11.678959 14.681687 -0.5 -0.1 -0.5 -0.0770
C 11.224231 10.518827 14.111393 1.6 -1.0 0.4 -0.0845
N 9.872102 10.525873 13.889072 -0.8 0.7 0.7 0.0049
C 9.329936 11.747862 14.334687 1.1 -0.5 -0.3 -0.8015
S 7.793018 12.333813 14.405638 -1.2 -0.1 -0.2 0.5142
C 9.292077 9.535495 13.067482 -0.6 -0.4 1.1 -0.3108
C 9.323740 8.188687 13.408427 1.5 -0.9 0.4 0.0120
C 8.966443 7.279881 12.422640 -0.9 1.3 -0.3 -0.0561
C 8.370074 7.763558 11.256111 1.3 -0.9 -0.4 -0.0748
C 8.343912 9.115266 11.052814 -1.0 0.2 0.1 -0.1332
N 8.769886 9.964421 11.972569 -0.5 1.4 -1.8 0.1686
H 10.294005 13.885120 16.268861 0.2 0.3 0.2 0.0838
H 9.820458 14.428610 14.650971 -0.2 0.0 0.0 0.0643
H 11.561614 14.149448 14.945080 -0.9 -0.3 0.5 0.1043
H 12.511562 12.104031 14.812372 0.9 0.3 0.3 0.0478
H 11.906595 9.676390 13.890353 -0.7 0.6 -0.1 0.1111
H 9.869398 7.838905 14.309706 -0.6 0.4 -0.6 0.1288
H 9.114915 6.238398 12.498463 0.2 -1.0 0.5 0.0887
H 8.221224 7.115180 10.398159 -0.4 -0.1 0.2 0.1001
H 7.900880 9.497222 10.130806 0.3 0.3 0.2 0.1067
C 12.698119 13.476534 6.475376 -0.2 0.8 -1.0 -0.3370
N 14.109815 13.715431 6.163246 0.3 -1.9 0.0 -0.1596
C 14.872389 12.458029 6.089924 0.5 0.8 -0.9 -0.3397
P 15.296948 11.459568 7.592943 -0.1 -0.1 0.1 1.0655
C 14.957423 9.852312 6.788816 0.4 -1.1 1.2 -0.3593
C 14.500893 8.867983 7.686888 -0.9 1.1 -0.1 -0.0804
C 14.394067 7.534199 7.352882 1.4 -0.1 0.0 -0.0830
C 15.047259 7.144284 6.211734 0.0 -0.1 -1.0 -0.0844
C 15.569344 8.087117 5.303683 0.0 -1.4 -0.4 -0.0976
C 15.456178 9.423217 5.555620 -0.3 1.0 -0.3 -0.1512
C 17.139889 11.465706 7.599956 1.0 0.0 0.8 -0.3509
C 18.040491 10.765078 6.767832 -1.3 0.1 0.1 -0.0921
C 19.406716 10.864638 6.977339 1.6 -0.6 -0.9 -0.1088
C 19.902875 11.692370 7.986380 -0.8 -0.5 0.3 -0.0945
C 19.026054 12.273287 8.895574 0.8 0.4 -0.3 -0.1034
C 17.679394 12.153676 8.718939 -0.9 -0.7 -1.8 -0.1299
C 14.743060 14.923918 6.380220 0.4 0.6 0.7 -0.2603
C 14.031224 16.101040 6.235287 -2.1 0.9 0.1 -0.0582
C 14.525473 17.373250 6.535586 0.5 -0.2 -0.8 -0.1021
C 15.864557 17.506036 6.876747 0.2 -1.4 0.2 -0.1124
C 16.631016 16.319242 7.057389 -0.7 1.1 0.1 -0.0893
C 16.073091 15.078389 6.837959 1.0 -2.3 -0.1 -0.0255
P 12.347072 13.121124 8.235355 0.3 -0.5 0.0 1.0310
C 12.421782 14.791222 8.883386 1.7 0.4 1.9 -0.4123
C 13.549762 15.107226 9.672070 -0.4 -0.6 -0.6 -0.0793
C 13.741672 16.386362 10.225963 -2.3 -0.8 -1.1 -0.0611
C 12.716199 17.334749 10.119723 -1.0 -0.1 -1.4 -0.0639
C 11.570024 17.014821 9.292222 1.2 1.4 0.9 -0.0978
C 11.494184 15.779565 8.724987 -2.5 -0.2 -3.0 -0.1548
C 10.552582 12.842872 8.216702 -0.4 -0.2 -0.8 -0.3818
C 9.689442 12.592667 7.131436 2.4 -0.1 -0.4 -0.1061
C 8.363716 12.441792 7.326449 -2.1 -0.4 -0.8 -0.1237
C 7.828438 12.551698 8.591176 0.3 0.2 0.8 -0.1119
C 8.635484 12.765993 9.679815 0.9 0.6 0.6 -0.0720
C 10.007622 12.867516 9.474402 0.4 0.8 1.2 -0.1166
H 12.414604 12.549250 5.971644 0.0 0.1 -0.4 0.0781
H 12.084778 14.310179 6.058521 0.2 -0.7 0.3 0.0890
H 15.783091 12.602329 5.521206 0.5 0.6 0.1 0.0866
H 14.392573 11.751372 5.417936 -0.9 0.2 0.0 0.0660
H 14.136723 9.211358 8.642166 0.1 0.0 0.4 0.0531
H 14.105885 6.740472 8.032215 -0.1 0.6 -0.2 0.0686
H 15.072065 6.077832 6.052887 0.4 -0.1 -0.5 0.0931
H 16.096362 7.786402 4.391042 -0.4 -0.2 0.3 0.1011
H 15.764343 10.137075 4.774608 0.0 -0.3 0.5 0.1115
H 17.566897 10.113408 6.022741 0.8 0.3 0.2 0.0762
H 20.171324 10.276050 6.344582 -1.5 1.0 0.9 0.1173
H 20.948710 11.808947 8.172275 0.6 -0.1 -0.2 0.0863
H 19.381605 12.852891 9.727887 0.2 0.0 0.3 0.0554
H 16.986371 12.606063 9.372597 -0.5 0.5 1.0 0.0771
H 12.948446 16.039993 5.976307 1.0 0.1 0.1 0.1058
H 13.900045 18.264444 6.367683 0.3 -0.6 0.2 0.1029
H 16.312859 18.467003 7.007676 0.2 0.4 0.3 0.0763
H 17.630864 16.389089 7.482966 -0.1 -0.1 -0.3 0.1001
H 16.720059 14.141469 7.020654 -1.1 1.6 -0.2 0.1186
H 14.269849 14.281640 9.800666 -0.1 0.7 0.2 0.0857
H 14.657483 16.508447 10.686794 1.6 0.8 1.2 0.0806
H 12.749248 18.370155 10.497761 0.4 -0.7 0.0 0.0932
H 10.824308 17.780185 8.980369 0.7 -0.5 0.7 0.1013
H 10.705967 15.599808 7.893314 0.9 0.3 1.7 0.1389
H 10.132915 12.464676 6.145756 -0.3 0.2 0.0 0.0955
H 7.671339 12.266811 6.487641 0.5 0.0 0.3 0.1082
H 6.801186 12.529939 8.817512 -1.3 -0.2 -0.3 0.0845
H 8.235668 12.994009 10.670647 0.0 -0.5 -0.3 0.1087
H 10.723482 13.143159 10.275815 -0.8 -0.4 -0.1 0.1093
C 12.182027 5.967208 9.097406 0.1 0.9 1.2 -0.0495
N 11.341749 6.913615 8.391082 -1.3 0.1 0.5 -0.1209
C 10.946489 8.229233 8.694706 -0.5 -1.7 -1.4 -0.0330
C 9.826856 8.387717 7.925830 -0.6 0.6 -0.4 -0.1716
N 9.419237 7.233221 7.236248 1.2 0.9 1.1 0.0562
C 10.353018 6.399595 7.603866 0.4 -1.4 -0.9 -0.2445
H 12.329934 5.177209 8.396838 0.3 -0.9 -0.2 0.0733
H 11.685833 5.613979 10.023418 0.3 0.1 -0.5 0.1021
H 13.149424 6.416773 9.353342 -0.6 -0.2 0.3 0.0560
H 11.463768 8.864963 9.371642 0.4 0.4 0.3 0.0896
H 9.300509 9.304300 7.732388 -0.2 0.2 0.3 0.0806
H 10.409575 5.333259 7.279927 0.0 1.0 0.3 0.1280
Se 18.590659 12.358718 12.662508 0.6 0.5 -0.3 -0.4030
Sb 16.537033 11.413209 13.469660 -0.1 -0.8 0.5 -0.0193
Se 16.435902 9.518873 11.532536 -0.7 0.2 0.1 -0.3088
Se 14.404099 8.356664 12.131228 0.4 -0.2 0.1 -0.3790
Se 14.634167 12.999492 12.956814 -0.1 0.2 -0.1 -0.3537

---

103
Properties=species:S:1:pos:R:3:forces:R:3:lowdin_charge:R:1 method="wB97M-V/def2-TZVPD" charge=-2 homo_ev="-1.13 / -1.64" gap_ha="0.1932 / 0.2118" max_force_ev_per_a=0.90 total_energy_ha=-4824.84823 mol_weight_g_mol=886.8 spin_multiplicity=4
V -0.002630 1.458044 -0.819781 0.8 0.0 0.2 0.7410
C -5.623130 -0.882136 0.017415 0.0 -0.1 0.0 -0.0943
C -5.232611 0.587166 -0.108768 0.0 0.1 0.0 -0.2807
N -4.873033 0.985903 -1.451372 0.0 -0.1 0.0 -0.0593
C -3.620244 0.677563 -1.990864 -0.1 0.0 0.1 -0.9384
S -3.517215 0.758779 -3.710459 0.0 0.0 0.0 0.4080
N -2.709148 0.370128 -1.113398 0.2 0.0 -0.3 0.0033
N -1.418142 0.137592 -1.613858 -0.8 -0.2 0.3 -0.0692
C -1.189515 -1.064924 -1.996690 0.3 -0.1 -0.5 -0.2852
C -2.251440 -2.118413 -1.967605 0.0 0.0 0.0 -0.0334
C 0.172731 -1.352017 -2.530763 -0.2 0.1 0.0 -0.2025
C 0.562376 -2.622735 -2.955775 0.1 0.0 0.0 -0.0289
C 1.832366 -2.791797 -3.479705 0.0 0.0 0.0 -0.0950
C 2.686475 -1.704060 -3.543880 0.0 0.0 0.0 -0.0618
C 2.223923 -0.482637 -3.078329 0.0 0.0 0.1 -0.1080
N 0.995463 -0.304088 -2.613201 -0.2 -0.1 0.2 0.1237
H -5.827481 -1.147371 1.058917 0.0 0.0 0.0 0.0623
H -4.814695 -1.517139 -0.345257 0.0 0.0 0.0 0.0489
H -6.519278 -1.101081 -0.570123 0.0 0.0 0.0 0.0627
H -4.380132 0.792590 0.537418 0.0 0.0 0.0 0.0874
H -6.053912 1.228304 0.228420 0.0 0.0 0.0 0.1034
H -5.585025 0.899935 -2.159507 0.0 0.1 0.0 0.0728
H -3.021579 -1.876963 -2.706003 0.0 0.0 0.0 0.0560
H -2.722050 -2.111535 -0.983324 0.0 0.0 0.0 0.0678
H -1.866798 -3.113354 -2.171625 0.0 0.0 0.0 0.0529
H -0.100498 -3.469733 -2.870447 0.0 0.0 0.0 0.0901
H 2.158443 -3.771278 -3.810705 0.0 0.0 0.0 0.0981
H 3.700451 -1.795483 -3.909490 0.0 0.0 0.0 0.0989
H 2.880840 0.377015 -3.036185 0.0 0.0 0.0 0.0865
C 3.440873 -4.339369 2.717944 0.0 0.0 0.0 -0.0535
C 1.954652 -4.595599 2.678866 0.0 0.0 0.0 -0.2554
C 1.496293 -5.754889 3.308141 0.0 0.0 0.0 -0.0745
C 0.153696 -6.092857 3.350823 0.0 0.0 0.0 -0.1137
C -0.772827 -5.257367 2.747565 0.0 0.0 0.0 -0.1072
C -0.331861 -4.114496 2.100723 0.0 0.0 0.0 -0.1072
C 1.019049 -3.752853 2.050961 0.0 0.0 0.1 -0.3025
P 1.277749 -2.160754 1.133837 -0.1 -0.1 -0.1 1.1618
C 2.996822 -2.388491 0.506135 0.0 0.0 0.0 -0.3221
C 3.070780 -3.478362 -0.368469 0.0 0.0 0.0 -0.1511
C 4.240222 -3.832187 -1.015253 0.0 0.0 0.0 -0.1188
C 5.375809 -3.056851 -0.827630 0.0 0.0 0.0 -0.1010
C 5.310222 -1.960687 0.014689 0.0 0.0 0.0 -0.0506
C 4.146551 -1.612200 0.703775 0.0 0.0 0.0 -0.2518
C 4.225187 -0.449207 1.656436 0.0 0.0 0.0 -0.0451
C 1.198141 -0.959956 2.493332 0.0 0.1 0.0 -0.3351
C 1.882942 -1.147940 3.697904 0.0 -0.1 0.0 -0.1409
C 1.857756 -0.221786 4.719153 0.0 0.1 0.0 -0.1328
C 1.100848 0.942737 4.524820 0.0 0.0 0.0 -0.1192
C 0.377068 1.124941 3.375298 0.0 0.0 -0.1 -0.0969
C 0.345767 0.171853 2.314758 0.1 0.0 0.1 -0.3296
C -0.529229 0.385622 1.198577 -0.2 -0.1 -0.1 -0.1952
H 3.875934 -4.827456 3.592255 0.0 0.0 0.0 0.0743
H 3.684129 -3.280719 2.756812 0.0 0.0 0.0 0.0522
H 3.936041 -4.730467 1.825434 0.0 0.0 0.0 0.0810
H 2.223932 -6.400312 3.790223 0.0 0.0 0.0 0.0985
H -0.163998 -6.998165 3.855144 0.0 0.0 0.0 0.0884
H -1.830241 -5.492222 2.769005 0.0 0.0 0.0 0.0927
H -1.052683 -3.467844 1.611016 0.0 0.0 0.0 0.0934
H 2.172593 -4.063528 -0.547229 0.0 0.0 0.0 0.1012
H 4.251784 -4.684845 -1.684762 0.0 0.0 0.0 0.0931
H 6.298573 -3.288835 -1.346599 0.0 0.0 0.0 0.0895
H 6.184453 -1.332850 0.145394 0.0 0.0 0.0 0.1064
H 5.074240 0.179326 1.388721 0.0 0.0 0.0 0.0788
H 4.362928 -0.793777 2.686846 0.0 0.0 -0.1 0.0781
H 3.317269 0.147939 1.646161 0.0 0.0 0.0 0.0619
H 2.459392 -2.056073 3.834217 0.0 0.0 0.0 0.0826
H 2.405935 -0.389810 5.638196 0.0 0.0 0.0 0.0774
H 1.070006 1.707589 5.294873 0.0 0.0 0.0 0.0876
H -0.224954 2.019574 3.256408 0.0 0.0 0.0 0.0921
H -1.400505 0.977440 1.483567 0.0 0.0 0.0 0.0247
H -0.859651 -0.539310 0.728071 0.0 0.0 0.0 0.0001
C -2.506148 3.273388 0.414949 0.0 0.0 0.0 -0.1761
N -1.392054 3.136760 -0.509005 0.2 0.0 0.0 -0.0509
C -0.997230 4.195089 -1.130163 0.0 0.1 0.0 -0.1305
C 0.084986 4.144941 -2.046190 0.0 0.0 0.0 -0.3501
C 0.605605 5.129914 -2.890540 0.1 0.0 0.0 -0.0820
C 1.623326 4.503078 -3.616868 0.0 0.0 0.0 -0.1319
C 1.663240 3.177095 -3.166067 0.0 -0.1 0.0 -0.1849
N 0.739118 2.949785 -2.222000 -0.1 0.2 -0.1 -0.0129
C -3.715696 4.020783 -0.110991 0.0 0.0 0.0 -0.2090
C -4.009095 4.085761 -1.469522 -0.1 -0.1 0.0 -0.0451
C -5.154626 4.732922 -1.909793 0.0 0.0 0.0 -0.0806
C -6.028460 5.319345 -1.004694 0.0 0.0 0.0 -0.1202
C -5.747848 5.253691 0.353756 0.0 0.0 0.0 -0.1156
C -4.597389 4.611813 0.790883 0.0 0.0 0.0 -0.0592
H -2.163136 3.757054 1.338711 0.0 0.0 0.0 0.1206
H -2.825165 2.266544 0.686416 0.0 0.0 0.0 0.0769
H -1.495547 5.156098 -0.974488 0.0 0.0 0.0 0.1361
H 0.271911 6.155337 -2.960988 0.0 0.0 0.0 0.0825
H 2.266935 4.942784 -4.364323 0.0 0.0 0.0 0.0696
H 2.337833 2.393771 -3.477268 0.0 0.0 0.0 0.0860
H -3.360141 3.601577 -2.189749 0.0 0.0 0.0 0.1018
H -5.368700 4.753223 -2.971537 0.0 0.0 0.0 0.1007
H -6.923820 5.821750 -1.352596 0.0 0.0 0.0 0.0858
H -6.420322 5.706942 1.073519 0.0 0.0 0.0 0.0868
H -4.374742 4.566619 1.852563 0.0 0.0 0.0 0.1049
Cl 3.834174 4.324491 -0.539618 0.0 0.0 0.0 0.5770
C 3.194030 2.905679 0.315667 -0.1 0.1 0.1 -0.9608
Cl 1.628197 3.289258 1.065568 0.0 0.1 0.0 0.6699
C 3.146243 1.622247 -0.577086 0.1 -0.1 0.1 -0.7933
O 4.163728 1.424503 -1.241942 0.0 0.0 0.0 -0.0222
O 2.140301 0.885650 -0.417822 0.0 0.3 0.0 -0.1414
H 3.874291 2.710881 1.140025 0.0 0.0 0.0 0.0492